Entry 1:
Computed, not measured: C4H7NO2 as an isolated structure, with the ωB97M-V functional and the def2-TZVPD basis.

Atoms and positions in Å:
C1 0.86961 0.20226 -0.31993
C2 -1.60531 -1.07262 -0.05502
C3 -0.76571 0.00002 -0.65666
N1 1.45768 0.01997 0.97768
O1 1.69844 0.96061 -1.13214
C4 -0.73093 1.28511 -0.27568
O2 -1.16288 2.35974 0.00917
H1 2.59921 0.64832 -0.94700
H2 0.78023 -0.82358 -0.83224
H3 1.57858 0.93751 1.40275
H4 0.83988 -0.51268 1.58340
H5 -1.26579 -2.06743 -0.35333
H6 -1.67293 -1.03166 1.03785
H7 -2.62009 -0.90557 -0.43883

Summary:
- HOMO level (eV) = -8.667
- energy relative to the best compared isomer or geometry (same formula, charge and spin) (eV) = 4.893
- frontier orbital gap (eV) = 9.1

***

Entry 2:
Computed, not measured: a single C3H7NOS molecule, with the ωB97M-V functional and the def2-TZVPD basis.

Atoms and positions in Å:
C1 0.43656 0.45303 1.72714
C2 0.33007 1.42045 0.83424
C3 -0.58759 -1.35783 -0.88569
N1 -0.60867 0.06281 -1.27331
O1 1.77547 -0.03212 -0.86495
S1 0.77640 0.97461 -1.04498
H1 0.02010 0.82296 2.64848
H2 0.80666 -0.53247 1.60136
H3 0.04516 2.43418 0.92388
H4 -1.37317 -1.55666 -0.27037
H5 -0.81433 -1.88508 -1.86678
H6 0.47704 -1.57101 -0.48650
H7 -1.28371 0.76713 -1.04253

Summary:
- HOMO level (eV) = -8.545
- energy relative to the best compared isomer or geometry (same formula, charge and spin) (eV) = 3.855
- frontier orbital gap (eV) = 9.3